# 1
A cluster of 2 separate species, C5H11N in total. Source: the Open Molecules 2025 dataset; level of theory: wB97M-V/def2-TZVPD.

The molar mass comes out at 85.15 u.

Last column: Löwdin charge in e.
Positions of all 17 atoms, in Å:
C (0.145, -0.237, -2.015)  0.00
N (-0.272, 0.466, -0.997)  -0.16
C (-1.134, 1.574, -0.582)  -0.02
C (-0.093, 0.910, 0.220)  -0.29
C (-0.351, -2.001, 1.042)  -0.05
C (1.161, 1.107, 0.981)  -0.05
H (1.079, -0.776, -1.904)  0.06
H (-0.280, -1.787, -0.030)  0.00
H (-0.464, -0.318, -2.903)  0.05
H (-2.188, 1.334, -0.419)  0.10
H (-0.962, 2.516, -1.118)  0.10
H (-0.664, -1.100, 1.571)  0.01
H (0.626, -2.320, 1.413)  0.02
H (-1.087, -2.791, 1.198)  0.02
H (0.971, 1.553, 1.960)  0.07
H (1.635, 0.132, 1.147)  0.07
H (1.879, 1.738, 0.434)  0.08

---

# 2
A structure of composition C11H15NPRu in a non-equilibrium geometry. Source: the Open Molecules 2025 dataset; level of theory: wB97M-V/def2-TZVPD.

The molar mass comes out at 293.29 u. Its expectation value of S² is 8.7849. Its spin multiplicity is 6.

Last column: Löwdin charge in e.
Positions of all 29 atoms, in Å:
C (-0.684, -1.133, -3.141)  -0.36
C (-0.894, -0.372, -4.291)  -0.20
C (-0.628, 0.997, -4.377)  -0.15
C (-0.058, 1.734, -3.340)  -0.18
C (0.324, 1.190, -2.098)  -0.27
Ru (-0.288, -0.434, -1.431)  1.11
P (0.022, -2.673, -0.822)  0.70
H (-0.868, -2.216, -3.263)  -0.01
H (-1.281, -0.892, -5.172)  0.10
H (-0.852, 1.512, -5.316)  0.10
H (0.869, 1.936, -1.497)  0.03
H (0.140, 2.800, -3.485)  0.10
H (1.254, -3.043, -0.192)  -0.08
H (-0.073, -3.717, -1.794)  -0.08
H (-0.939, -3.207, 0.100)  -0.08
C (0.548, 0.925, 4.819)  -0.08
C (0.347, 0.636, 3.362)  -0.34
C (0.997, 1.387, 2.389)  -0.07
C (0.826, 1.066, 1.042)  -0.19
N (-0.014, 0.091, 0.651)  -0.23
C (-0.694, -0.605, 1.580)  -0.26
C (-0.497, -0.388, 2.941)  -0.07
H (1.606, 0.840, 5.101)  0.07
H (0.227, 1.944, 5.072)  0.07
H (-0.030, 0.220, 5.425)  0.07
H (1.656, 2.215, 2.640)  0.10
H (1.354, 1.589, 0.249)  0.06
H (-1.364, -1.374, 1.194)  0.03
H (-1.009, -1.028, 3.656)  0.10

---

These records have ΔE to the lowest compared entry with this formula, charge and spin values of 3.988; 0.000 eV, in the order they appear.